(1)
Below is 2 unconnected molecules or ions with the total composition C3H12NO, with properties calculated with wB97M-V/def2-TZVPD.

CARTESIAN COORDINATES (ANGSTROEM)
1 O -0.48 2.19 1.99
2 N 0.89 -0.25 0.69
3 C 0.19 -0.30 -0.62
4 C -1.35 -0.31 -0.45
5 C 0.66 -1.29 -1.65
6 H 0.42 -2.26 -1.40
7 H 0.46 -1.09 -2.64
8 H -1.87 -0.94 -1.11
9 H 1.73 -1.19 -1.61
10 H 0.86 -1.00 1.35
11 H -0.99 2.55 2.72
12 H -1.72 0.75 -0.56
13 H 0.35 0.65 -1.01
14 H -1.80 -0.51 0.53
15 H 0.35 0.54 0.94
16 H 1.84 0.07 0.53
17 H 0.47 2.40 2.31

Output
- Kohn-Sham gap: 12.51 eV
- Molecular weight: 78.1 g mol⁻¹
- E: -6835.9212 eV
- Energy relative to the best compared isomer or geometry (same formula, charge and spin): 34.4 kcal per mole
- Charge: +1


(2)
Below is 2 unconnected molecules or ions with the total composition C13H18NS, with properties calculated with wB97M-V/def2-TZVPD.

CARTESIAN COORDINATES (ANGSTROEM)
1 S 0.21 -1.43 0.64
2 N 1.28 -1.26 -2.90
3 C 2.31 2.77 1.71
4 C -0.38 -3.03 -0.04
5 C 4.19 1.23 1.64
6 C 1.55 -1.04 -0.35
7 C 1.66 2.09 -1.12
8 C 3.84 2.63 3.59
9 C 3.88 0.88 -1.25
10 C 1.04 -2.04 2.16
11 C 2.71 3.18 2.98
12 C 4.56 1.63 2.92
13 C 2.84 1.55 -0.41
14 C 1.39 -1.16 -1.73
15 C 3.09 1.83 0.95
16 H 1.41 3.21 1.26
17 H 1.96 2.42 -2.13
18 H 4.14 2.96 4.58
19 H 0.42 -3.78 -0.01
20 H 1.20 2.93 -0.61
21 H 2.54 -1.17 0.11
22 H 0.25 -2.19 2.90
23 H 3.78 1.17 -2.30
24 H -1.21 -3.33 0.60
25 H 4.78 0.45 1.13
26 H 2.12 3.95 3.49
27 H 1.73 -1.25 2.49
28 H -0.73 -2.86 -1.07
29 H 0.90 1.31 -1.27
30 H 1.56 -2.97 1.94
31 H 4.90 1.12 -0.92
32 H 5.42 1.16 3.40
33 H 3.77 -0.21 -1.23

Output
- Kohn-Sham gap: 5.43 eV
- Molecular weight: 220.4 g mol⁻¹
- E: -26088.6301 eV
- Energy relative to the best compared isomer or geometry (same formula, charge and spin): 75.9 kcal per mole
- Charge: +1


(3)
Below is 9 unconnected molecules or ions with the total composition C36H45N9, with properties calculated with wB97M-V/def2-TZVPD.

CARTESIAN COORDINATES (ANGSTROEM)
1 N 1.29 -0.03 -3.90
2 N 2.70 -4.13 -0.52
3 N -2.24 4.70 -3.09
4 N -5.05 -0.32 2.60
5 N -4.02 -2.83 1.27
6 N -0.93 1.36 5.53
7 N 4.60 6.30 -0.02
8 N 2.19 -4.11 2.64
9 N 1.46 -1.23 -0.64
10 C 1.34 -4.50 -0.76
11 C -3.74 -0.14 2.86
12 C -0.30 1.87 3.45
13 C 3.74 7.39 -0.35
14 C 0.04 0.44 -0.60
15 C 2.46 5.56 0.32
16 C -4.46 0.50 0.74
17 C 1.46 0.94 -0.29
18 C -4.25 -4.08 1.75
19 C 0.09 -0.87 -0.85
20 C -3.37 -2.81 -0.03
21 C -2.13 4.42 -1.74
22 C -1.94 2.08 4.94
23 C 1.67 0.67 -6.04
24 C -3.22 2.85 -3.08
25 C 3.26 -4.92 2.88
26 C 0.12 1.22 4.58
27 C -3.09 -4.11 -0.32
28 C 4.33 -4.09 2.79
29 C -3.23 0.35 1.64
30 C 2.42 -0.63 -4.30
31 C 2.67 -0.38 -5.61
32 C 3.84 -2.74 2.22
33 C 3.80 5.20 0.40
34 C 3.52 -4.02 -1.53
35 C 2.33 -0.14 -0.43
36 C 2.40 7.05 -0.18
37 C 2.46 -2.88 2.47
38 C 2.67 -4.28 -2.58
39 C 0.84 0.73 -4.98
40 C -5.57 0.16 1.46
41 C -2.71 3.15 -1.70
42 C 1.19 -4.62 -2.14
43 C -2.99 3.83 -3.89
44 C -3.67 -4.99 0.74
45 C -1.67 2.30 3.66
46 H 4.33 -1.92 1.80
47 H 1.43 -4.34 2.91
48 H 5.37 -4.37 3.03
49 H -2.97 3.90 -4.95
50 H 1.61 1.85 0.23
51 H -0.88 1.07 -0.58
52 H 1.37 7.71 -0.40
53 H 2.97 -3.80 0.39
54 H 1.72 -1.99 2.30
55 H 3.37 -5.93 2.93
56 H -6.67 0.22 1.27
57 H 1.98 -2.08 -0.62
58 H -3.23 -0.43 3.87
59 H -2.89 2.08 5.14
60 H -2.14 0.25 1.25
61 H 3.99 8.24 -0.51
62 H -0.96 1.05 6.56
63 H -3.20 -1.86 -0.33
64 H 4.19 4.34 0.84
65 H 2.84 -1.42 -3.77
66 H 1.69 4.84 0.49
67 H -3.90 -6.14 1.02
68 H 0.81 -0.15 -2.94
69 H -1.88 5.59 -3.51
70 H -4.25 -1.92 1.66
71 H -2.40 -4.44 -1.01
72 H -5.79 -0.74 3.37
73 H -3.91 1.89 -3.47
74 H 4.48 -3.78 -1.50
75 H -4.58 0.95 -0.40
76 H 0.42 2.01 2.47
77 H -1.47 5.09 -1.13
78 H -0.67 -1.77 -0.90
79 H -2.50 2.62 2.88
80 H 3.54 -0.81 -6.05
81 H -4.74 -4.26 2.61
82 H -2.77 2.55 -0.76
83 H 0.25 -4.96 -2.82
84 H 3.32 -0.38 -0.31
85 H 0.46 -4.50 -0.09
86 H -0.06 1.34 -4.69
87 H 1.84 1.14 -6.91
88 H 2.99 -3.93 -3.59
89 H 1.04 0.67 4.86
90 H 5.53 6.30 -0.03

Output
- Kohn-Sham gap: 8.06 eV
- Molecular weight: 603.8 g mol⁻¹
- E: -51456.5575 eV
- Energy relative to the best compared isomer or geometry (same formula, charge and spin): 340.7 kcal per mole


(4)
Below is 2 unconnected molecules or ions with the total composition C5H15NO2, with properties calculated with wB97M-V/def2-TZVPD.

CARTESIAN COORDINATES (ANGSTROEM)
1 O -1.71 0.48 -2.41
2 O 0.27 2.52 -1.72
3 N 0.57 -0.25 0.01
4 C -1.15 -0.64 -1.72
5 C 0.91 0.27 1.33
6 C 2.35 -0.19 1.67
7 C -1.71 -1.30 0.64
8 C -0.89 -0.32 -0.22
9 H 2.68 0.26 2.60
10 H -0.21 -0.91 -2.22
11 H -1.87 -2.33 0.33
12 H 0.86 1.36 1.33
13 H -2.72 -0.90 0.79
14 H 0.29 0.03 2.19
15 H 1.00 -1.15 -0.15
16 H 0.75 1.86 -1.20
17 H 3.08 -0.02 0.88
18 H -1.00 1.13 -2.49
19 H 2.30 -1.27 1.81
20 H -1.20 0.69 0.05
21 H -1.91 -1.41 -1.84
22 H 0.57 3.32 -1.31
23 H -1.26 -1.24 1.64

Output
- Kohn-Sham gap: 9.92 eV
- Molecular weight: 121.2 g mol⁻¹
- E: -11012.7963 eV
- Energy relative to the best compared isomer or geometry (same formula, charge and spin): 26.5 kcal per mole


(5)
Below is a molecular structure, C24H66AgN8O12, with properties calculated with wB97M-V/def2-TZVPD.

CARTESIAN COORDINATES (ANGSTROEM)
1 Ag -9.09 10.78 -13.90
2 O -6.18 11.30 -10.49
3 O -2.44 8.02 -10.67
4 O -4.87 15.09 -18.06
5 O -8.05 12.83 -14.61
6 O -8.42 10.68 -16.09
7 O -11.15 10.79 -15.10
8 O -12.63 10.33 -16.47
9 O -7.08 13.04 -11.16
10 O -10.08 7.84 -14.30
11 O -13.06 11.66 -14.84
12 O -11.47 11.19 -9.51
13 O -7.51 11.17 -12.12
14 N -7.72 8.90 -14.07
15 N -10.29 9.84 -12.06
16 N -10.16 12.69 -13.04
17 N -6.96 11.85 -11.25
18 N -3.13 11.79 -18.31
19 N -12.88 10.81 -12.03
20 N -12.28 10.93 -15.45
21 N -5.91 8.36 -12.15
22 C -1.89 7.96 -9.34
23 C -5.18 15.72 -19.28
24 C -14.33 12.71 -11.45
25 C -8.86 14.05 -14.55
26 C -3.83 14.15 -18.02
27 C -9.07 11.21 -17.30
28 C -4.41 8.21 -12.10
29 C -12.82 11.57 -9.76
30 C -5.51 12.24 -18.04
31 C -11.18 14.75 -13.91
32 C -12.96 12.00 -11.20
33 C -4.12 12.76 -18.59
34 C -6.28 7.54 -15.54
35 C -6.65 13.13 -14.93
36 C -10.98 7.72 -13.22
37 C -11.22 10.86 -8.18
38 C -10.35 8.39 -12.00
39 C -3.81 8.34 -10.69
40 C -7.63 9.48 -16.44
41 C -10.23 13.60 -14.18
42 C -11.08 8.13 -10.68
43 C -6.85 8.92 -15.22
44 C -10.58 7.28 -15.52
45 C -3.84 9.28 -13.11
46 H -11.10 12.41 -12.83
47 H -13.50 10.76 -9.53
48 H -2.91 14.47 -18.51
49 H -4.08 7.21 -12.38
50 H -2.75 9.20 -13.21
51 H -1.97 8.88 -8.75
52 H -9.99 13.33 -12.28
53 H -14.41 13.01 -12.50
54 H -11.29 7.08 -10.43
55 H -0.83 7.85 -9.58
56 H -6.92 9.80 -17.20
57 H -2.15 7.08 -8.77
58 H -8.50 14.67 -13.73
59 H -10.44 8.45 -9.86
60 H -13.09 12.52 -9.29
61 H -11.25 15.32 -14.84
62 H -13.20 11.14 -12.93
63 H -10.23 10.41 -8.09
64 H -13.68 10.30 -11.68
65 H -8.44 8.19 -14.17
66 H -11.93 8.24 -13.37
67 H -5.38 11.92 -17.00
68 H -7.13 6.91 -15.82
69 H -6.01 12.25 -14.86
70 H -12.24 14.53 -13.77
71 H -9.84 10.50 -17.59
72 H -10.02 10.18 -11.15
73 H -4.06 10.25 -12.68
74 H -2.23 12.02 -18.73
75 H -8.37 11.39 -18.12
76 H -4.07 12.88 -19.67
77 H -5.51 7.61 -16.31
78 H -6.32 7.64 -11.57
79 H -6.33 13.82 -14.14
80 H -8.32 8.79 -16.92
81 H -4.23 9.29 -14.13
82 H -7.16 8.52 -13.32
83 H -2.99 11.56 -17.34
84 H -10.95 15.33 -13.01
85 H -8.84 14.62 -15.48
86 H -11.23 10.21 -12.14
87 H -11.20 6.40 -15.34
88 H -9.64 12.11 -17.08
89 H -11.89 10.07 -7.82
90 H -3.65 14.03 -16.95
91 H -11.20 7.90 -16.16
92 H -10.62 13.06 -15.04
93 H -9.73 6.96 -16.11
94 H -6.50 13.67 -15.87
95 H -5.88 11.50 -18.74
96 H -15.10 11.96 -11.28
97 H -5.50 14.96 -19.99
98 H -11.18 6.69 -12.92
99 H -3.98 9.35 -10.32
100 H -14.44 13.62 -10.86
101 H -11.99 8.70 -10.52
102 H -11.26 11.75 -7.56
103 H -6.02 9.60 -14.99
104 H -6.23 13.05 -18.09
105 H -4.30 16.22 -19.70
106 H -4.36 7.64 -10.05
107 H -5.81 7.12 -14.65
108 H -6.13 9.20 -11.63
109 H -9.37 7.93 -11.88
110 H -5.98 16.45 -19.14
111 H -12.11 12.68 -11.31

Output
- Kohn-Sham gap (alpha / beta): 8.45 / 5.88 eV
- Molecular weight: 766.7 g mol⁻¹
- E: -66435.9785 eV
- ⟨S²⟩: 0.75
- 2S+1: 2
- Energy relative to the best compared isomer or geometry (same formula, charge and spin): 0.0 kcal per mole


(6)
Below is 2 unconnected molecules or ions with the total composition C4H11NO2, with properties calculated with wB97M-V/def2-TZVPD.

CARTESIAN COORDINATES (ANGSTROEM)
1 O 4.12 -1.91 -5.30
2 O -1.11 2.48 -1.43
3 N -0.32 1.21 2.26
4 C -1.23 2.01 -0.32
5 C -0.94 0.56 -0.03
6 C -1.03 0.22 1.48
7 C -0.45 -1.19 1.68
8 H -1.64 -0.01 -0.62
9 H -0.79 -1.90 0.92
10 H -0.85 1.59 3.03
11 H 0.08 0.35 -0.35
12 H -1.56 2.66 0.50
13 H 3.21 -1.58 -5.33
14 H 0.61 0.98 2.59
15 H -0.70 -1.58 2.67
16 H 0.63 -1.14 1.77
17 H 4.04 -2.88 -5.25
18 H -2.09 0.12 1.72

Output
- Kohn-Sham gap: 10.05 eV
- Molecular weight: 105.1 g mol⁻¹
- E: -9910.8129 eV
- Energy relative to the best compared isomer or geometry (same formula, charge and spin): 33.0 kcal per mole